[1]
C22H57MnO24S7 | ωB97M-V with the def2-TZVPD basis set

Each line ends with the Löwdin charge.
Positions of all 111 atoms, in Å:
1 Mn -1.311 -2.898 0.636  1.25
2 O 0.390 0.656 0.209  0.15
3 C -0.245 -0.487 0.445  -0.75
4 O -1.165 -0.908 -0.322  -0.07
5 O 0.023 -1.269 1.376  -0.05
6 H 0.765 0.705 1.092  0.07
7 O 0.028 -3.529 -1.067  -0.40
8 S 0.982 -3.816 -2.220  0.79
9 O 0.615 -4.828 -3.234  -0.27
10 O 1.215 -2.398 -3.005  -0.24
11 C 0.470 -1.959 -4.019  -0.32
12 C -0.941 -1.642 -3.603  -0.06
13 C 2.701 -4.151 -1.622  -0.07
14 H 0.482 -2.746 -4.774  0.12
15 H 0.973 -1.101 -4.467  0.13
16 H -0.980 -0.643 -3.169  0.06
17 H -1.414 -2.370 -2.944  0.06
18 H -1.775 -1.609 -4.304  0.09
19 H 3.296 -4.547 -2.446  0.09
20 H 2.486 -4.977 -0.944  0.08
21 H 3.092 -3.202 -1.256  0.06
22 O 2.883 3.331 -1.250  -0.30
23 S 4.158 3.101 -1.906  0.70
24 O 5.394 3.871 -1.756  -0.29
25 O 4.588 1.517 -1.670  -0.22
26 C 3.642 0.691 -1.151  -0.38
27 C 3.876 0.578 0.289  -0.06
28 C 3.891 3.029 -3.730  -0.10
29 H 3.794 -0.321 -1.527  0.13
30 H 2.595 0.868 -1.399  0.10
31 H 3.075 -0.073 0.639  0.06
32 H 3.708 1.512 0.825  0.10
33 H 4.790 0.012 0.471  0.10
34 H 3.363 2.083 -3.847  0.04
35 H 4.826 2.997 -4.289  0.08
36 H 3.276 3.892 -3.989  0.07
37 O -0.961 -3.087 5.314  -0.27
38 S -1.814 -2.358 4.346  0.75
39 O -1.778 -2.732 2.919  -0.39
40 O -3.384 -2.251 4.880  -0.24
41 C -4.438 -2.463 3.955  -0.27
42 C -4.840 -3.978 3.844  -0.04
43 C -1.418 -0.562 4.530  -0.08
44 H -4.267 -1.925 3.023  0.11
45 H -5.322 -1.896 4.249  0.13
46 H -3.904 -4.532 3.777  0.06
47 H -5.485 -4.178 2.989  0.08
48 H -5.389 -4.298 4.729  0.08
49 H -0.471 -0.296 4.058  0.06
50 H -1.286 -0.436 5.604  0.07
51 H -2.238 0.151 4.450  0.07
52 O -6.183 -1.549 -0.076  -0.30
53 S -5.829 -0.347 -0.823  0.69
54 O -6.792 0.205 -1.757  -0.30
55 O -5.190 0.845 0.176  -0.28
56 C -5.276 2.219 -0.165  -0.27
57 C -4.459 2.950 0.913  -0.06
58 C -4.315 -0.701 -1.936  -0.08
59 H -6.238 2.692 -0.362  0.12
60 H -4.882 2.249 -1.180  0.11
61 H -3.401 2.718 0.794  0.05
62 H -4.482 2.607 1.947  0.08
63 H -4.612 4.029 0.865  0.08
64 H -3.396 -0.617 -1.356  0.02
65 H -4.339 -0.020 -2.787  0.06
66 H -4.393 -1.767 -2.152  0.06
67 O 0.659 1.919 2.696  -0.33
68 S -0.592 2.761 2.810  0.76
69 O -1.922 2.089 2.804  -0.33
70 O -0.437 3.826 4.114  -0.27
71 C -1.312 5.010 4.293  -0.23
72 C -0.563 6.358 4.447  -0.06
73 C -0.530 3.969 1.415  -0.08
74 H -1.916 4.930 5.197  0.12
75 H -1.997 5.113 3.452  0.10
76 H -0.239 6.418 5.486  0.08
77 H -1.091 7.300 4.299  0.08
78 H 0.307 6.362 3.790  0.08
79 H 0.348 4.571 1.646  0.08
80 H -1.474 4.507 1.508  0.06
81 H -0.330 3.467 0.468  0.06
82 O 5.030 -4.136 0.279  -0.30
83 S 5.442 -4.115 1.669  0.65
84 O 6.583 -3.367 2.110  -0.27
85 O 4.177 -3.685 2.649  -0.27
86 C 3.191 -2.735 2.280  -0.28
87 C 2.617 -2.090 3.509  -0.05
88 C 5.716 -5.743 2.424  -0.10
89 H 2.404 -3.175 1.668  0.11
90 H 3.775 -2.013 1.709  0.10
91 H 2.353 -1.091 3.160  0.07
92 H 3.386 -1.946 4.268  0.09
93 H 1.783 -2.538 4.049  0.07
94 H 6.012 -5.529 3.451  0.08
95 H 6.423 -6.281 1.793  0.08
96 H 4.793 -6.321 2.391  0.07
97 O -0.212 2.926 -6.890  -0.30
98 S 0.463 1.798 -6.236  0.67
99 O 1.863 1.901 -5.815  -0.30
100 O -0.424 1.296 -4.980  -0.29
101 C -0.723 2.308 -3.975  -0.22
102 C 0.302 2.412 -2.860  -0.07
103 C 0.112 0.440 -7.458  -0.09
104 H -1.599 1.894 -3.475  0.11
105 H -1.057 3.242 -4.425  0.12
106 H 0.875 1.510 -2.648  0.07
107 H -0.032 2.760 -1.882  0.07
108 H 1.139 3.090 -3.026  0.05
109 H 0.137 0.910 -8.441  0.07
110 H -0.906 0.104 -7.259  0.06
111 H 0.699 -0.466 -7.305  0.06

Output
Charge: +1
⟨S²⟩: 8.753
Kohn-Sham gap (spin up / spin down) (eV): 8.432 / 8.213
Multiplicity: 6

=====

[2]
C3H8N2O2 | ωB97M-V with the def2-TZVPD basis set

Each line ends with the natural charge from an NBO analysis.
Positions of all 15 atoms, in Å:
1 C -1.560 -0.916 -0.696  -0.13
2 N -1.393 0.215 -1.319  -0.06
3 O -0.224 0.772 -1.424  -0.52
4 H -2.571 -1.258 -0.542  0.19
5 H -0.761 -1.636 -0.723  0.25
6 H -2.190 0.858 -1.392  0.37
7 C 0.027 -0.127 1.382  -0.74
8 C 1.092 -0.096 -0.056  0.75
9 N 1.935 0.974 0.012  -0.87
10 O 1.408 -1.178 -0.496  -0.68
11 H -0.508 0.823 1.416  0.20
12 H -0.550 -1.007 1.668  0.22
13 H 0.833 -0.090 2.110  0.22
14 H 2.862 0.834 -0.358  0.41
15 H 1.601 1.831 0.418  0.40

Output
Structure (SMILES): C=[NH+][O-].CC(N)=O
Kohn-Sham gap (eV): 9.313
Multiplicity: 1

=====

[3]
C46H42GeP2Sn | ωB97M-V with the def2-TZVPD basis set

Each line ends with the Löwdin charge.
Positions of all 92 atoms, in Å:
1 Sn -0.044 1.440 0.205  0.79
2 C 3.237 0.192 3.192  -0.30
3 C 3.967 0.516 1.888  -0.34
4 P 2.941 0.143 0.400  0.96
5 C 3.448 -1.552 -0.051  -0.39
6 C 4.775 -1.951 -0.213  -0.10
7 C 5.081 -3.254 -0.567  -0.08
8 C 4.058 -4.176 -0.771  -0.08
9 C 2.735 -3.790 -0.626  -0.08
10 C 2.432 -2.481 -0.267  -0.10
11 C 3.696 1.164 -0.912  -0.38
12 C 3.853 2.535 -0.705  -0.12
13 C 4.249 3.371 -1.739  -0.08
14 C 4.475 2.850 -3.006  -0.09
15 C 4.301 1.492 -3.230  -0.08
16 C 3.912 0.656 -2.193  -0.09
17 C 2.060 1.126 3.538  -0.34
18 P 0.427 0.605 2.854  0.90
19 C -0.743 1.795 3.613  -0.40
20 C -2.059 1.399 3.857  -0.10
21 C -3.023 2.330 4.210  -0.07
22 C -2.689 3.673 4.318  -0.08
23 C -1.386 4.079 4.075  -0.08
24 C -0.422 3.147 3.715  -0.11
25 C 0.128 -0.946 3.755  -0.37
26 C -0.154 -0.975 5.121  -0.09
27 C -0.333 -2.187 5.769  -0.08
28 C -0.230 -3.379 5.059  -0.08
29 C 0.052 -3.358 3.703  -0.07
30 C 0.226 -2.143 3.052  -0.09
31 H 3.956 0.255 4.011  0.11
32 H 2.898 -0.849 3.175  0.10
33 H 4.897 -0.054 1.831  0.08
34 H 4.238 1.574 1.867  0.07
35 H 5.575 -1.231 -0.073  0.11
36 H 6.114 -3.553 -0.691  0.10
37 H 4.297 -5.194 -1.052  0.10
38 H 1.936 -4.500 -0.801  0.10
39 H 1.397 -2.166 -0.181  0.08
40 H 3.649 2.967 0.268  0.09
41 H 4.367 4.431 -1.557  0.10
42 H 4.778 3.502 -3.815  0.10
43 H 4.466 1.079 -4.217  0.10
44 H 3.774 -0.401 -2.386  0.10
45 H 2.265 2.141 3.191  0.07
46 H 1.943 1.170 4.623  0.09
47 H -2.339 0.357 3.759  0.11
48 H -4.040 2.005 4.388  0.11
49 H -3.445 4.401 4.583  0.10
50 H -1.119 5.125 4.151  0.10
51 H 0.586 3.488 3.513  0.09
52 H -0.240 -0.049 5.676  0.11
53 H -0.555 -2.203 6.828  0.10
54 H -0.377 -4.323 5.567  0.10
55 H 0.131 -4.284 3.147  0.11
56 H 0.432 -2.122 1.987  0.09
57 C -1.584 0.198 -0.062  -0.63
58 Ge -2.351 -0.010 -1.784  0.79
59 C -1.692 -1.608 -2.722  -0.27
60 C -1.780 -2.852 -2.091  -0.12
61 C -1.236 -3.993 -2.666  -0.10
62 C -0.581 -3.909 -3.889  -0.11
63 C -0.487 -2.685 -4.533  -0.09
64 C -1.041 -1.546 -3.954  -0.10
65 C -1.892 1.544 -2.888  -0.29
66 C -2.857 2.460 -3.311  -0.10
67 C -2.499 3.604 -4.014  -0.09
68 C -1.167 3.856 -4.312  -0.10
69 C -0.192 2.950 -3.917  -0.09
70 C -0.556 1.804 -3.218  -0.17
71 C -4.292 -0.159 -1.634  -0.28
72 C -4.989 0.770 -0.857  -0.12
73 C -6.369 0.696 -0.721  -0.10
74 C -7.076 -0.320 -1.354  -0.10
75 C -6.399 -1.253 -2.124  -0.10
76 C -5.017 -1.169 -2.265  -0.10
77 H -1.878 -0.582 0.642  -0.08
78 H -2.278 -2.933 -1.129  0.10
79 H -1.322 -4.948 -2.162  0.10
80 H -0.150 -4.795 -4.337  0.10
81 H 0.017 -2.614 -5.489  0.10
82 H -0.965 -0.600 -4.478  0.09
83 H -3.902 2.282 -3.084  0.09
84 H -3.264 4.303 -4.329  0.10
85 H -0.890 4.751 -4.855  0.10
86 H 0.850 3.129 -4.154  0.10
87 H 0.221 1.095 -2.946  0.08
88 H -4.442 1.553 -0.342  0.10
89 H -6.895 1.426 -0.119  0.10
90 H -8.152 -0.383 -1.245  0.10
91 H -6.946 -2.047 -2.619  0.10
92 H -4.500 -1.901 -2.875  0.09

Output
Kohn-Sham gap (eV): 7.217
Multiplicity: 1

=====

| no. | maximum force (Eh/bohr) |
| --- | --- |
| 1 | 0.1210 |
| 2 | 0.0797 |
| 3 | 0.0099 |